# 1
The following is a DFT calculation (ωB97M-V/def2-TZVPD) of C27H20AsN3O9OsS2 as an isolated structure in a non-equilibrium geometry.

Values from the calculation:
Max |F|: 0.0448 Eh/bohr
2S+1: 5
Calculated total energy: -136195.8433 eV
Molar mass: 859.76 g/mol
LUMO level (alpha / beta): -0.557 / -2.871 eV
⟨S²⟩: 6.04
Orbital gap (alpha / beta): 0.2917 / 0.2078 hartree
Energy above the lowest of the compared OMol25 structures with the same formula, charge and spin: 5.5 kcal/mol

Each line ends with the Löwdin charge.
Geometry (Å):
Os: -0.568 0.421 -0.293  1.164
O: 3.940 -0.141 4.117  0.186
C: 3.063 -0.039 3.312  -0.226
C: 3.208 0.422 1.855  -0.250
O: 4.234 0.699 1.293  0.160
C: 1.839 0.381 1.308  -0.242
C: 0.910 -0.091 2.257  -0.270
O: -0.301 -0.290 1.944  -0.084
C: 1.587 -0.380 3.543  -0.249
O: 1.100 -0.830 4.548  0.159
O: 1.446 0.641 0.126  -0.139
C: -3.421 -4.711 0.622  -0.010
N: -2.624 -3.710 -0.049  -0.090
C: -2.663 -3.473 -1.471  -0.023
C: -1.576 -2.411 -1.626  -0.528
O: -1.204 -1.935 -2.677  -0.004
N: -1.071 -2.110 -0.386  0.076
C: -1.710 -2.893 0.505  -0.388
N: -1.424 -2.896 1.804  0.233
H: -4.428 -4.716 0.206  0.098
H: -3.501 -4.487 1.682  0.082
H: -2.990 -5.709 0.509  0.100
H: -3.622 -3.054 -1.789  0.145
H: -2.456 -4.367 -2.060  0.143
H: -0.984 -2.044 2.145  0.085
H: -2.020 -3.390 2.443  0.106
O: -3.201 3.469 -0.210  -0.310
S: -2.130 2.549 -0.404  0.117
O: -1.331 2.744 -1.614  -0.463
O: -1.245 2.322 0.767  -0.452
S: -2.817 0.576 -0.690  0.397
C: -1.242 0.510 -6.909  -0.082
C: -1.708 1.438 -5.989  -0.074
C: -1.267 1.396 -4.675  -0.087
C: -0.356 0.421 -4.292  -0.328
C: 0.102 -0.521 -5.204  -0.090
C: -0.341 -0.470 -6.516  -0.075
As: 0.382 0.440 -2.498  1.284
C: 1.700 1.859 -2.624  -0.268
C: 1.478 3.223 -2.692  -0.071
C: 2.564 4.088 -2.716  -0.068
C: 3.855 3.585 -2.654  -0.067
C: 4.077 2.217 -2.593  -0.014
C: 3.000 1.340 -2.584  -0.190
C: 3.093 -0.130 -2.508  -0.185
C: 4.268 -0.866 -2.407  -0.011
C: 4.212 -2.248 -2.306  -0.068
C: 2.992 -2.911 -2.305  -0.072
C: 1.813 -2.185 -2.402  -0.087
C: 1.867 -0.806 -2.517  -0.290
H: -1.580 0.548 -7.937  0.103
H: -2.418 2.194 -6.297  0.107
H: -1.627 2.111 -3.945  0.092
H: 0.797 -1.284 -4.880  0.099
H: 0.017 -1.202 -7.229  0.105
H: 0.466 3.606 -2.703  0.090
H: 2.402 5.156 -2.767  0.106
H: 4.698 4.263 -2.645  0.106
H: 5.090 1.841 -2.541  0.109
H: 5.225 -0.363 -2.387  0.111
H: 5.130 -2.814 -2.218  0.106
H: 2.956 -3.989 -2.220  0.103
H: 0.853 -2.682 -2.400  0.081


# 2
The following is a DFT calculation (ωB97M-V/def2-TZVPD) of one molecule with the formula C5H10 in a non-equilibrium geometry.

Values from the calculation:
Max |F|: 0.0943 Eh/bohr
Calculated total energy: -5344.3651 eV
Molar mass: 70.13 g/mol
LUMO level: 1.233 eV
Orbital gap: 0.3713 hartree
Energy above the lowest of the compared OMol25 structures with the same formula, charge and spin: 66.9 kcal/mol

Each line ends with the Löwdin charge.
Geometry (Å):
C: 1.401 0.850 -0.496  -0.113
C: 1.055 0.513 1.016  -0.184
C: -0.262 -0.421 0.849  -0.256
C: -1.161 -0.095 -0.212  -0.255
C: -1.866 -0.940 -1.062  0.000
H: 2.379 1.377 -0.574  0.078
H: 1.372 -0.211 -0.921  0.104
H: 0.783 1.422 -1.045  0.005
H: 1.934 -0.056 1.306  0.078
H: 0.825 1.265 1.882  0.122
H: -0.840 -0.723 1.604  0.066
H: 0.170 -1.388 0.601  0.109
H: -1.444 0.980 -0.261  0.117
H: -2.065 -2.019 -0.678  0.085
H: -2.279 -0.553 -2.008  0.044


# 3
The following is a DFT calculation (ωB97M-V/def2-TZVPD) of a 2-piece molecular cluster, C2H9NO2 overall in a non-equilibrium geometry.

Values from the calculation:
Max |F|: 0.0415 Eh/bohr
Calculated total energy: -7804.2713 eV
Molar mass: 79.10 g/mol
LUMO level: 0.806 eV
Orbital gap: 0.3667 hartree
Energy above the lowest of the compared OMol25 structures with the same formula, charge and spin: 10.5 kcal/mol

Each line ends with the Löwdin charge.
Geometry (Å):
C: -1.377 -0.039 1.042  -0.139
N: -0.010 -0.478 1.341  -0.103
C: 1.025 0.474 1.010  -0.264
O: 1.076 0.586 -0.428  -0.105
H: -1.574 0.879 0.489  0.076
H: -1.917 0.107 1.991  0.070
H: -1.862 -0.820 0.422  0.085
H: 0.090 -1.393 0.909  0.106
H: 0.876 1.505 1.335  0.122
H: 2.003 0.130 1.398  0.120
H: 1.717 0.061 -0.913  0.086
H: -0.467 0.053 -3.190  0.036
H: -0.330 -0.188 -1.631  -0.015
O: -0.606 -0.577 -2.474  -0.075